DFT (ωB97M-V/def2-TZVPD) results for C26H24BCl68N3O5P3S as an isolated structure in a non-equilibrium geometry.

Properties
M in Da: 3005.10
E in eV: -932952.3983
E_HOMO in eV: -10.8
ΔE to the lowest compared entry with this formula, charge and spin in eV: 3.698

```
! wB97M-V def2-TZVPD RIJCOSX def2/J DEFGRID3
* xyz 1 1
C 0.283 -4.410 -1.145
B -0.760 -3.258 -1.638
O -0.269 -2.200 -2.456
C -2.273 -3.408 -1.111
C -2.830 -4.795 -1.740
C -4.153 -4.623 -2.583
C -5.223 -3.612 -1.964
P -6.477 -4.749 -1.053
S -7.512 -5.849 -2.276
P -6.033 -2.773 -3.465
O -5.294 -1.530 -3.891
O -6.097 -3.903 -4.710
O -7.652 -2.415 -3.092
N -4.586 -2.586 -1.038
C -5.488 -1.445 -0.671
C -5.415 -1.100 0.863
C -6.669 -0.342 1.462
N -4.399 -1.404 1.582
C -3.222 -2.180 -1.517
P -2.632 -0.504 -0.868
N -1.471 -0.726 0.453
O -1.767 0.292 -2.115
H 1.308 -4.018 -0.963
H -0.131 -4.794 -0.167
H 0.226 -5.254 -1.879
H 0.215 -1.579 -1.888
H -2.302 -3.516 0.009
H -2.891 -5.557 -0.927
H -2.050 -5.173 -2.459
H -3.854 -4.350 -3.633
H -4.642 -5.633 -2.673
H -5.803 -5.502 -0.023
H -7.391 -3.897 -0.337
H -6.924 -3.663 -5.177
H -8.189 -3.212 -3.274
H -4.417 -3.109 -0.159
H -5.391 -0.546 -1.326
H -6.550 -1.803 -0.815
H -7.297 -1.115 1.958
H -6.338 0.428 2.203
H -7.237 0.106 0.600
H -4.587 -1.077 2.535
H -3.148 -2.126 -2.641
H -0.642 -0.196 0.153
H -1.874 -0.260 1.273
H -1.824 -0.225 -2.936
C -6.332 -10.180 -2.808
Cl -7.849 -9.685 -3.581
Cl -5.152 -8.854 -2.917
Cl -6.634 -10.564 -1.103
Cl -5.688 -11.610 -3.633
C -10.226 -1.423 -6.001
Cl -10.633 -0.349 -7.350
Cl -11.147 -0.944 -4.564
Cl -10.629 -3.093 -6.438
Cl -8.486 -1.303 -5.651
C 2.850 -3.626 2.034
Cl 4.453 -3.209 1.401
Cl 2.913 -3.704 3.803
Cl 1.674 -2.388 1.540
Cl 2.356 -5.202 1.388
C -3.628 2.577 3.183
Cl -3.676 2.484 1.411
Cl -3.063 1.026 3.841
Cl -2.520 3.867 3.677
Cl -5.254 2.924 3.801
C 0.874 5.992 4.380
Cl -0.861 6.280 4.624
Cl 1.776 6.602 5.777
Cl 1.166 4.250 4.202
Cl 1.408 6.835 2.916
C -8.674 -12.574 1.726
Cl -10.191 -12.076 0.955
Cl -7.497 -11.249 1.620
Cl -8.973 -12.961 3.429
Cl -8.029 -14.001 0.897
C 8.875 -3.092 0.428
Cl 9.360 -4.688 -0.168
Cl 9.238 -1.864 -0.798
Cl 7.129 -3.094 0.766
Cl 9.762 -2.721 1.917
C 4.143 9.609 2.979
Cl 4.083 9.523 1.211
Cl 4.719 8.061 3.623
Cl 5.253 10.901 3.477
Cl 2.520 9.946 3.609
C 7.132 12.037 -0.860
Cl 6.447 10.753 -1.875
Cl 8.901 11.982 -0.955
Cl 6.553 13.613 -1.433
Cl 6.625 11.797 0.823
C 6.526 6.526 0.380
Cl 7.117 8.185 0.591
Cl 6.704 5.634 1.902
Cl 4.813 6.557 -0.089
Cl 7.467 5.720 -0.889
C 6.506 1.683 1.472
Cl 4.774 1.984 1.718
Cl 7.415 2.285 2.871
Cl 6.784 -0.060 1.294
Cl 7.048 2.520 0.006
C 12.470 10.032 0.182
Cl 12.056 11.324 1.331
Cl 12.765 10.740 -1.417
Cl 13.928 9.187 0.733
Cl 11.124 8.884 0.081
C 15.146 9.512 4.656
Cl 16.824 9.722 4.123
Cl 14.984 10.067 6.333
Cl 14.071 10.458 3.611
Cl 14.704 7.796 4.556
C 6.871 12.350 7.194
Cl 8.473 12.776 6.565
Cl 6.937 12.255 8.964
Cl 5.696 13.588 6.711
Cl 6.376 10.780 6.535
C -9.771 -3.808 2.015
Cl -11.523 -3.627 2.180
Cl -8.972 -3.208 3.481
Cl -9.368 -5.518 1.780
Cl -9.211 -2.876 0.607
C 12.003 -4.113 -3.260
Cl 10.372 -3.457 -3.490
Cl 12.999 -3.733 -4.677
Cl 12.731 -3.390 -1.814
Cl 11.909 -5.872 -3.058
C -8.427 -6.785 -6.595
Cl -8.892 -5.502 -5.460
Cl -8.118 -6.080 -8.192
Cl -6.960 -7.584 -6.004
Cl -9.742 -7.967 -6.714
*
```

DFT (ωB97M-V/def2-TZVPD) results for C26H24BrCl2N4O6RbSe4 as an isolated structure in a non-equilibrium geometry.

Properties
M in Da: 1040.62
E in eV: -402729.4321
E_HOMO in eV: -0.7
ΔE to the lowest compared entry with this formula, charge and spin in eV: 1.105

```
! wB97M-V def2-TZVPD RIJCOSX def2/J DEFGRID3
* xyz -2 1
Rb 0.581 -0.901 0.199
C -2.799 -0.917 3.217
C -1.498 -0.258 3.452
N -0.694 0.114 2.497
C 0.413 0.640 3.124
C 0.263 0.550 4.498
N -0.972 -0.013 4.671
C 1.067 0.871 5.744
O 2.208 1.315 5.569
O 0.502 0.630 6.811
C 1.574 1.158 2.326
O 2.650 1.494 3.000
O 1.520 1.215 1.123
H -3.147 -0.642 2.227
H -3.533 -0.621 3.961
H -2.698 -1.992 3.247
H -1.357 -0.168 5.601
H 2.512 1.446 4.049
Se -2.476 -1.524 -1.226
Se -3.052 0.797 -1.188
Se -1.047 1.969 -0.664
Se -0.427 3.480 -2.382
C 0.095 -3.135 -3.397
O 0.618 -4.445 -3.142
C 1.828 -4.465 -2.412
C 3.037 -4.055 -2.963
C 4.204 -4.157 -2.221
C 4.187 -4.676 -0.932
C 2.996 -5.065 -0.347
C 1.816 -4.946 -1.075
N 0.569 -5.357 -0.597
C 0.081 -5.494 0.659
C 0.409 -4.875 1.852
C -0.288 -5.321 3.031
C -0.167 -4.687 4.217
C 0.661 -3.522 4.304
C 1.318 -3.041 3.235
C 1.208 -3.666 1.919
O 1.696 -3.146 0.908
H 0.840 -2.523 -3.913
H -0.191 -2.650 -2.448
H -0.783 -3.276 -4.025
H 3.043 -3.657 -3.967
H 5.132 -3.821 -2.649
H 5.102 -4.751 -0.366
H 2.976 -5.452 0.653
H -0.076 -5.546 -1.363
H -0.782 -6.157 0.697
H -0.936 -6.178 2.939
H -0.706 -5.029 5.089
H 0.745 -3.001 5.251
H 1.927 -2.138 3.300
Cl 0.660 -0.486 -2.741
C -0.472 0.254 -3.867
Cl -0.024 -0.163 -5.548
H -0.424 1.347 -3.735
H -1.458 -0.186 -3.660
Br 7.422 1.217 0.730
C 5.806 0.516 0.023
C 5.108 1.222 -0.929
C 3.936 0.661 -1.416
N 3.476 -0.509 -1.025
C 4.150 -1.152 -0.092
C 5.327 -0.694 0.481
H 5.440 2.186 -1.272
H 3.332 1.181 -2.133
H 3.717 -2.079 0.237
H 5.826 -1.245 1.261
*
```

DFT (ωB97M-V/def2-TZVPD) results for C26H24BrCoN3O7PS as an isolated structure.

Properties
M in Da: 692.37
E in eV: -173952.0719
E_HOMO (alpha / beta) in eV: -5.7 / -5.7
ΔE to the lowest compared entry with this formula, charge and spin in eV: 1.672

```
! wB97M-V def2-TZVPD RIJCOSX def2/J DEFGRID3
* xyz -1 2
Co -1.168 -0.396 -0.172
Br -2.465 -2.650 0.331
C -0.854 -3.525 0.756
C -0.865 -4.876 0.893
C 0.327 -5.536 1.280
C 1.452 -4.814 1.534
C 1.467 -3.400 1.386
C 2.640 -2.659 1.661
C 2.641 -1.307 1.480
C 1.489 -0.654 0.992
C 0.308 -1.299 0.711
C 0.298 -2.712 0.952
H -1.775 -5.435 0.723
H 0.328 -6.614 1.384
H 2.362 -5.308 1.858
H 3.522 -3.182 2.010
H 3.535 -0.730 1.696
H 1.565 0.408 0.798
C 1.273 2.835 -0.199
C 0.215 2.533 -1.199
N -0.578 1.483 -1.209
C -1.372 1.606 -2.326
C -1.046 2.745 -3.000
N -0.045 3.322 -2.266
C -1.512 3.415 -4.239
O -2.479 2.829 -4.901
O -0.982 4.452 -4.581
C -2.311 0.507 -2.697
O -3.049 0.671 -3.684
O -2.235 -0.525 -1.973
H 2.009 2.031 -0.195
H 0.847 2.915 0.801
H 1.781 3.768 -0.442
H 0.394 4.191 -2.527
H -2.748 1.950 -4.455
O -4.666 0.718 4.900
S -4.628 1.714 3.834
O -3.449 2.863 4.386
N -3.939 1.100 2.539
C -2.648 1.111 2.255
O -2.222 0.623 1.180
C -1.688 1.756 3.192
C -0.321 1.538 3.055
C 0.594 2.143 3.897
C 0.129 2.994 4.902
C -1.225 3.215 5.062
C -2.140 2.592 4.210
H -0.005 0.863 2.276
H 1.654 1.951 3.784
H 0.830 3.479 5.571
H -1.607 3.860 5.843
C 1.691 -0.048 -4.104
P 1.365 -0.946 -2.528
C 2.994 -1.776 -2.310
C 0.419 -2.379 -3.190
H 2.082 -0.712 -4.881
H 2.413 0.753 -3.928
H 0.766 0.409 -4.464
H 3.316 -2.281 -3.225
H 2.912 -2.509 -1.503
H 3.753 -1.048 -2.015
H 0.919 -2.830 -4.052
H -0.588 -2.062 -3.468
H 0.318 -3.128 -2.400
*
```

DFT (ωB97M-V/def2-TZVPD) results for C26H24CeN9O2S as an isolated structure in a non-equilibrium geometry.

Properties
M in Da: 666.72
E in eV: -68610.2166
E_HOMO (alpha / beta) in eV: -12.6 / -12.6
ΔE to the lowest compared entry with this formula, charge and spin in eV: 0.000

```
! wB97M-V def2-TZVPD RIJCOSX def2/J DEFGRID3
* xyz 2 2
Ce -2.326 -19.534 -6.834
C -4.682 -22.137 -7.349
N -4.477 -21.213 -6.245
C -5.608 -20.282 -6.091
C -5.144 -19.127 -5.319
N -3.977 -18.479 -5.405
C -4.057 -17.298 -4.605
C -3.085 -16.343 -4.282
C -3.457 -15.320 -3.359
C -4.741 -15.351 -2.777
C -5.720 -16.322 -3.135
C -5.360 -17.268 -4.078
N -6.027 -18.379 -4.567
C -4.188 -21.610 -8.638
N -3.182 -20.750 -8.765
C -3.071 -20.475 -10.179
C -2.309 -19.583 -10.891
C -2.744 -19.215 -12.161
C -3.885 -19.908 -12.720
C -4.409 -21.028 -12.162
C -4.039 -21.278 -10.874
N -4.768 -21.892 -9.822
H -4.136 -23.057 -7.092
H -5.733 -22.465 -7.392
H -4.323 -21.687 -5.334
H -5.933 -19.952 -7.079
H -6.358 -20.821 -5.562
H -2.146 -16.258 -4.861
H -2.741 -14.567 -3.133
H -4.907 -14.785 -1.897
H -6.723 -16.178 -2.792
H -7.046 -18.595 -4.487
H -1.458 -19.083 -10.424
H -2.338 -18.271 -12.605
H -4.293 -19.562 -13.653
H -5.076 -21.669 -12.663
H -5.426 -22.602 -10.020
N 4.250 -14.133 -8.789
C 3.249 -15.064 -8.563
C 3.463 -16.429 -8.761
C 2.479 -17.422 -8.466
C 1.223 -16.940 -8.064
C 0.949 -15.577 -8.001
C 1.947 -14.643 -8.172
S 0.000 -18.123 -7.474
O -1.262 -17.964 -8.321
O -0.459 -17.945 -6.075
N 0.575 -19.492 -7.773
C 0.526 -20.610 -6.940
N 1.597 -21.427 -6.871
C 1.624 -22.314 -5.844
C 0.535 -22.597 -4.991
C -0.575 -21.825 -5.262
N -0.586 -20.948 -6.286
H 5.044 -14.521 -9.220
H 3.948 -13.187 -8.978
H 4.453 -16.720 -9.208
H 2.703 -18.485 -8.520
H -0.010 -15.298 -7.678
H 1.670 -13.593 -8.150
H 2.587 -22.761 -5.734
H 0.644 -23.271 -4.156
H -1.488 -22.159 -4.748
*
```

DFT (ωB97M-V/def2-TZVPD) results for C26H24I2N2O3PTi as an isolated structure in a non-equilibrium geometry.

Properties
M in Da: 745.14
E in eV: -85075.4681
E_HOMO (alpha / beta) in eV: -10.1 / -11.2

```
! wB97M-V def2-TZVPD RIJCOSX def2/J DEFGRID3
* xyz 1 3
Ti -2.145 -0.053 0.235
N -3.004 0.517 -1.768
C -3.896 -0.672 -1.857
C -3.408 -1.391 -0.603
O -3.891 -1.128 0.528
O -2.202 -1.792 -0.672
H -3.582 1.361 -1.638
H -2.451 0.639 -2.620
H -3.704 -1.263 -2.755
H -4.954 -0.406 -1.789
I -1.260 -1.320 2.584
C 0.798 -0.781 3.116
C 1.008 -0.718 4.472
C 2.304 -0.618 4.993
C 3.370 -0.655 4.142
C 3.179 -0.715 2.745
C 4.311 -0.837 1.914
C 4.177 -0.929 0.560
C 2.909 -0.795 -0.006
C 1.765 -0.655 0.755
P 0.278 -0.297 -0.304
C 0.872 1.199 -1.184
C 1.656 1.210 -2.335
C 2.042 2.415 -2.899
C 1.647 3.615 -2.333
C 0.867 3.615 -1.187
C 0.489 2.415 -0.615
C 0.393 -1.678 -1.480
C 0.056 -1.523 -2.822
C 0.067 -2.619 -3.666
C 0.362 -3.879 -3.168
C 0.637 -4.046 -1.820
C 0.656 -2.951 -0.977
C 1.857 -0.702 2.176
H 0.171 -0.784 5.150
H 2.444 -0.572 6.062
H 4.380 -0.660 4.527
H 5.287 -0.876 2.373
H 5.033 -1.079 -0.077
H 2.829 -0.803 -1.082
H 1.966 0.288 -2.806
H 2.656 2.415 -3.788
H 1.944 4.548 -2.786
H 0.556 4.549 -0.742
H -0.099 2.409 0.297
H -0.209 -0.544 -3.207
H -0.172 -2.494 -4.712
H 0.361 -4.732 -3.828
H 0.823 -5.033 -1.424
H 0.865 -3.084 0.077
N -2.501 3.557 1.871
C -2.782 2.235 1.760
O -2.045 1.540 0.937
C -3.855 1.663 2.423
I -5.422 1.929 0.158
H -1.880 3.978 1.197
H -3.153 4.162 2.341
H -4.436 2.235 3.124
H -3.961 0.588 2.436
*
```

DFT (ωB97M-V/def2-TZVPD) results for C26H24IrNO2PSe2 as an isolated structure.

Properties
M in Da: 763.59
E in eV: -175744.3492
E_HOMO (alpha / beta) in eV: -14.3 / -14.2

```
! wB97M-V def2-TZVPD RIJCOSX def2/J DEFGRID3
* xyz 2 2
Ir -0.966 1.247 0.229
C -3.565 0.452 -3.168
C -2.322 0.523 -2.342
O -2.425 1.082 -1.232
C -1.068 -0.017 -2.859
C -1.074 -0.747 -4.050
C 0.101 -1.200 -4.623
C 1.329 -0.900 -4.034
C 1.377 -0.166 -2.870
C 0.191 0.261 -2.254
O 0.362 0.926 -1.124
H -4.371 0.967 -2.655
H -3.853 -0.590 -3.321
H -3.400 0.900 -4.148
H -2.007 -0.971 -4.547
H 0.058 -1.772 -5.540
H 2.248 -1.239 -4.491
H 2.313 0.083 -2.388
Se 0.859 1.288 1.947
P 0.810 -0.883 1.774
Se -1.197 -1.073 0.817
C 2.051 -1.502 0.633
C 1.790 -2.575 -0.214
C 2.817 -3.096 -0.988
C 4.088 -2.545 -0.920
C 4.347 -1.471 -0.076
C 3.331 -0.949 0.708
C 0.913 -1.743 3.327
C 1.640 -1.186 4.377
C 1.788 -1.907 5.551
C 1.209 -3.163 5.670
C 0.480 -3.712 4.622
C 0.330 -3.006 3.441
H 0.798 -3.005 -0.270
H 2.623 -3.937 -1.640
H 4.887 -2.956 -1.523
H 5.340 -1.046 -0.024
H 3.530 -0.111 1.365
H 2.078 -0.199 4.285
H 2.349 -1.488 6.374
H 1.323 -3.719 6.591
H 0.029 -4.689 4.729
H -0.235 -3.437 2.623
N -2.324 2.008 1.626
C -2.291 3.186 0.797
C -3.386 3.537 0.015
C -3.228 4.502 -0.956
C -1.982 5.098 -1.183
C -0.902 4.763 -0.398
C -1.038 3.808 0.621
H -3.241 1.567 1.638
H -1.999 2.119 2.585
H -4.342 3.049 0.161
H -4.080 4.798 -1.554
H -1.880 5.851 -1.952
H 0.045 5.269 -0.524
H -0.258 3.713 1.361
*
```